C36H96O12 | ωB97M-V/def2-TZVPD

Last column: Mulliken charge in e.
Positions of all 144 atoms, in Å:
C 0.427 3.830 0.808  -0.2639
C 0.679 5.329 0.881  0.2353
C 1.982 5.702 0.181  -1.2649
O -0.420 6.028 0.304  -0.5813
H 1.262 3.226 1.175  0.3570
H 0.306 3.514 -0.233  -0.2313
H -0.476 3.559 1.355  0.0561
H 0.747 5.666 1.915  0.4582
H 2.793 5.010 0.423  0.3431
H 2.300 6.703 0.482  0.3516
H 1.920 5.726 -0.909  0.1561
H -0.374 5.885 -0.649  0.3864
C 1.482 -0.268 -5.166  -1.4037
C 2.921 0.145 -4.881  0.6157
C 3.211 0.264 -3.398  -0.5602
O 3.849 -0.826 -5.362  -0.5741
H 0.766 0.299 -4.566  0.1613
H 1.263 -1.334 -5.110  0.3799
H 1.199 0.003 -6.194  0.4892
H 3.030 1.117 -5.379  0.2362
H 4.222 0.632 -3.211  0.3845
H 3.177 -0.728 -2.941  -0.2131
H 2.513 0.907 -2.861  0.1740
H 3.493 -1.214 -6.167  0.3312
C 4.248 0.285 -0.200  -0.8805
C 5.653 -0.234 -0.007  0.8793
C 6.640 0.902 0.275  -1.5573
O 5.575 -1.110 1.119  -0.4355
H 4.165 1.191 -0.809  0.5835
H 3.771 0.597 0.735  0.5024
H 3.555 -0.444 -0.627  -0.5078
H 5.963 -0.788 -0.899  -0.0527
H 6.787 1.490 -0.635  0.3646
H 7.609 0.451 0.501  0.4512
H 6.271 1.562 1.055  0.3519
H 6.457 -1.331 1.429  0.2910
C 2.683 -4.359 1.987  -1.5074
C 2.161 -2.934 2.125  0.9466
C 2.723 -2.225 3.358  -1.4498
O 2.555 -2.186 0.949  0.1967
H 2.491 -4.771 1.000  0.1993
H 2.313 -5.037 2.757  0.4054
H 3.765 -4.298 2.156  0.3999
H 1.073 -2.921 2.128  0.1648
H 2.885 -1.165 3.183  0.3031
H 3.654 -2.700 3.680  0.3795
H 2.078 -2.312 4.239  0.3461
H 3.521 -2.260 0.938  -0.2142
C -5.547 2.179 4.319  -1.2106
C -5.991 1.133 3.319  0.4874
C -5.024 0.999 2.150  -0.9181
O -6.063 -0.144 3.959  -0.4472
H -6.285 2.335 5.108  0.4689
H -5.366 3.132 3.817  0.3938
H -4.615 1.859 4.785  0.1552
H -6.967 1.354 2.869  0.1944
H -5.422 0.446 1.305  0.3777
H -4.119 0.522 2.548  -0.1271
H -4.668 1.972 1.806  0.3444
H -6.654 -0.078 4.716  0.2842
C -0.537 -2.817 -3.312  0.2270
C -1.282 -4.133 -3.019  0.3101
C -0.907 -5.220 -3.995  -1.3930
O -1.028 -4.577 -1.697  -0.6367
H -1.072 -2.025 -2.789  -0.4510
H -0.485 -2.605 -4.377  0.6645
H 0.459 -2.894 -2.872  -0.4340
H -2.358 -3.907 -3.059  0.2987
H -0.967 -4.909 -5.035  0.3543
H -1.478 -6.138 -3.849  0.3791
H 0.133 -5.488 -3.766  0.2190
H -0.894 -3.827 -1.096  0.3474
C -1.003 -1.063 1.494  -1.7509
C -0.650 -1.078 0.017  1.7903
C 0.207 0.087 -0.425  -0.4794
O 0.007 -2.301 -0.327  0.2989
H -1.156 -2.076 1.882  0.4287
H -1.945 -0.567 1.740  0.0804
H -0.242 -0.667 2.176  0.1194
H -1.605 -1.080 -0.509  -0.1816
H -0.179 1.022 -0.010  0.3225
H 0.358 0.093 -1.505  -0.0432
H 1.218 0.008 -0.004  0.0731
H 0.947 -2.243 -0.110  -0.6348
C -0.850 3.124 5.823  -1.6121
C -1.669 2.552 4.672  1.0308
C -2.076 3.664 3.709  -1.2113
O -1.027 1.475 4.030  -0.2304
H -1.364 3.937 6.336  0.3913
H 0.143 3.473 5.529  0.3901
H -0.705 2.326 6.557  0.3962
H -2.576 2.160 5.134  -0.3084
H -2.810 4.292 4.223  0.4340
H -2.534 3.351 2.772  0.2074
H -1.222 4.316 3.504  0.3348
H -0.201 1.750 3.621  0.2130
C -5.265 1.266 -2.868  -1.4024
C -3.900 0.992 -3.516  0.3310
C -2.854 0.508 -2.532  -0.6936
O -4.042 -0.018 -4.509  -0.5560
H -5.972 1.482 -3.668  0.3981
H -5.212 2.118 -2.189  0.3162
H -5.553 0.373 -2.315  0.3089
H -3.506 1.917 -3.957  0.2681
H -2.529 1.294 -1.847  0.2689
H -2.012 0.151 -3.128  -0.1297
H -3.169 -0.315 -1.887  0.5802
H -4.368 0.365 -5.327  0.3354
C 2.704 -3.805 -2.279  -0.9517
C 4.039 -4.511 -2.060  0.2519
C 4.560 -5.198 -3.319  -1.4806
O 5.027 -3.576 -1.624  -0.5265
H 2.580 -3.108 -1.446  0.1495
H 1.869 -4.504 -2.246  0.4282
H 2.706 -3.217 -3.201  0.3112
H 3.911 -5.236 -1.255  0.3806
H 3.918 -5.982 -3.729  0.3691
H 5.505 -5.697 -3.102  0.3537
H 4.681 -4.432 -4.088  0.3161
H 5.032 -2.838 -2.244  0.3017
C 1.310 4.639 -4.310  -1.4657
C -0.098 4.695 -3.767  0.2548
C -0.532 3.361 -3.158  -0.3358
O -0.113 5.697 -2.747  -0.5819
H 1.425 3.902 -5.109  0.3654
H 1.966 4.276 -3.511  0.2840
H 1.706 5.589 -4.663  0.3893
H -0.793 4.894 -4.589  0.3409
H -1.222 3.507 -2.325  0.3258
H 0.264 2.732 -2.743  -0.3383
H -0.998 2.687 -3.885  0.3647
H -1.005 6.057 -2.693  0.3172
C -3.539 -2.707 7.049  -1.6126
C -3.970 -2.116 5.727  0.9459
C -2.808 -2.057 4.752  -0.9151
O -5.010 -2.934 5.171  -0.6156
H -3.086 -3.700 6.934  0.3592
H -4.406 -2.990 7.656  0.3932
H -2.864 -2.067 7.611  0.3521
H -4.384 -1.122 5.924  0.0101
H -1.900 -1.609 5.164  0.3807
H -3.050 -1.566 3.808  0.0243
H -2.508 -3.083 4.517  0.3639
H -5.334 -2.421 4.420  0.3346

Atomic forces in eV per Å
0.0 -0.3 -0.1
0.3 -0.3 -0.7
0.5 0.4 0.0
-0.1 0.1 0.3
0.0 0.2 0.2
-0.1 0.2 0.0
0.0 0.0 0.0
-0.2 -0.1 0.1
-0.1 0.0 0.2
0.0 0.0 0.0
-0.4 -0.2 0.0
0.1 -0.1 -0.1
-0.6 0.3 -0.8
-0.6 -0.3 0.4
0.3 -0.1 0.2
0.0 0.2 -0.3
0.1 -0.2 0.3
0.3 0.0 0.5
0.3 0.0 0.0
0.5 0.0 0.0
0.0 0.1 -0.2
-0.2 0.0 -0.1
-0.1 0.1 -0.1
0.1 0.0 -0.1
-1.1 0.6 -0.1
-0.2 0.6 0.4
-0.1 -0.5 -0.8
-0.2 -0.2 0.1
0.5 -0.2 -0.3
0.4 -0.3 0.3
0.3 -0.1 0.0
0.1 -0.1 0.0
-0.1 0.0 0.0
0.1 0.3 0.3
0.1 -0.1 0.2
0.1 0.0 -0.1
0.5 0.2 0.4
0.1 0.2 -0.2
-0.2 -0.5 0.7
-0.1 -0.4 0.4
-0.1 0.0 0.0
-0.2 0.1 0.0
0.0 -0.2 -0.3
0.0 0.1 -0.1
0.0 0.0 -0.2
0.2 0.2 -0.2
-0.2 0.0 -0.2
0.1 0.3 -0.3
0.0 0.2 -0.1
-0.1 -0.1 -0.6
0.9 0.1 0.7
0.0 -0.2 -0.1
0.0 0.0 0.0
-0.1 0.0 0.1
0.0 0.0 0.0
-0.1 0.2 0.4
0.0 -0.2 0.1
-0.1 -0.2 -0.3
-0.3 0.1 -0.1
0.0 0.0 0.0
-0.2 -0.5 0.5
-0.5 0.9 0.0
0.6 -0.6 0.5
0.2 -0.5 0.1
0.2 0.3 -0.1
-0.1 0.0 0.0
0.0 0.2 -0.3
0.0 -0.2 -0.4
-0.1 0.1 0.0
-0.2 0.1 0.0
0.0 0.0 -0.2
0.1 0.1 -0.2
-0.1 -0.4 1.2
0.2 -0.3 0.3
0.5 0.2 0.4
-0.5 0.0 -0.2
0.0 -0.1 -0.4
0.1 0.4 -0.3
0.1 0.3 -0.4
0.1 -0.1 -0.3
-0.2 0.1 -0.5
-0.4 0.2 -0.1
-0.1 -0.3 0.2
0.2 0.1 0.2
0.2 -0.5 0.4
-0.1 0.9 -0.1
-0.1 0.5 0.4
-0.1 -0.6 0.0
-0.1 0.1 -0.1
-0.1 0.1 -0.2
0.1 0.1 0.0
0.0 -0.4 -0.2
0.0 0.1 -0.1
0.1 -0.3 0.0
0.0 -0.1 -0.2
0.0 0.3 0.1
0.7 0.0 -0.3
-0.3 0.1 0.6
0.2 -0.2 0.0
0.2 -0.2 -0.1
-0.2 0.0 0.2
0.0 0.0 0.0
-0.3 0.0 0.0
-0.1 0.0 -0.2
0.0 0.2 -0.2
0.2 0.1 0.2
-0.3 -0.1 -0.3
-0.1 0.1 0.1
0.4 0.0 0.5
-0.3 0.0 -0.7
-0.1 -0.3 0.1
0.1 0.0 0.4
-0.2 0.0 0.0
0.0 0.0 -0.2
0.0 -0.2 -0.1
0.2 0.1 0.1
-0.3 0.2 0.2
0.2 0.3 -0.1
0.2 -0.1 -0.1
0.0 0.0 -0.1
0.6 -0.6 0.2
0.2 -0.8 0.1
0.0 -0.9 0.0
-0.2 0.4 -0.2
-0.3 0.1 -0.1
0.0 0.2 0.0
-0.3 0.1 0.0
-0.1 0.6 0.2
-0.2 0.1 -0.2
0.4 0.5 0.0
-0.2 0.3 -0.1
0.0 0.0 -0.1
-0.5 -1.3 0.3
0.1 -0.1 0.0
0.5 -0.3 -0.1
0.1 0.4 0.1
0.4 0.3 -0.4
-0.1 0.7 0.1
0.0 0.1 0.0
0.1 0.1 -0.1
-0.2 0.3 0.1
-0.1 0.1 0.1
-0.2 0.0 -0.1
-0.2 -0.1 -0.1

## Properties
**Energy relative to the best compared isomer or geometry (same formula, charge and spin)**: 150.4 kJ/mol
**E_tot**: -2332.05335 a.u.
**E_HOMO**: -9.26 eV
**SMILES**: CC(C)O.CC(C)O.CC(C)O.CC(C)O.CC(C)O.CC(C)O.CC(C)O.CC(C)O.CC(C)O.CC(C)O.CC(C)O.CC(C)O